Entry 1:
{
  "formula": "C24H44N3OP2PrS",
  "method": "wB97M-V/def2-TZVPD",
  "species": ["Pr", "P", "P", "N", "C", "H", "H", "C", "H", "H", "C", "H", "H", "C", "H", "H", "C", "C", "H", "H", "H", "C", "C", "H", "H", "H", "C", "C", "H", "H", "H", "C", "C", "H", "H", "H", "C", "C", "H", "H", "H", "C", "H", "H", "H", "C", "H", "H", "H", "C", "H", "H", "H", "H", "H", "H", "H", "O", "H", "H", "N", "C", "N", "C", "C", "C", "C", "C", "C", "S", "H", "H", "H", "H", "H", "H"],
  "xyz": [[0.17807, -0.47371, 1.15013], [-2.45526, 0.01677, -0.03231], [2.38416, -0.19603, -0.64487], [-0.20120, -2.00507, -0.42293], [-2.66422, -1.61079, -0.86484], [-3.57529, -2.09955, -0.48345], [-2.84760, -1.35923, -1.91922], [-1.47442, -2.59796, -0.83012], [-1.73856, -3.44548, -0.17126], [-1.39908, -3.05634, -1.83036], [0.95106, -2.75282, -0.93134], [0.67195, -3.32810, -1.83060], [1.25400, -3.52290, -0.20289], [2.18742, -1.90904, -1.32929], [2.13052, -1.74403, -2.41204], [3.10969, -2.47762, -1.14154], [3.43559, -0.55093, 0.85917], [3.38389, 0.60383, 1.86865], [3.81599, 0.25306, 2.81547], [2.37723, 0.99987, 2.09770], [3.98049, 1.44770, 1.50716], [3.28517, 0.95309, -1.76892], [3.58755, 2.29892, -1.08409], [3.83085, 3.03731, -1.86080], [4.45812, 2.23519, -0.41624], [2.73102, 2.69327, -0.52176], [-3.42684, 1.27716, -0.95802], [-3.43080, 2.63027, -0.22578], [-3.77362, 3.40049, -0.93107], [-2.43263, 2.92627, 0.12467], [-4.12620, 2.63191, 0.62612], [-3.24666, -0.32169, 1.62736], [-2.81159, 0.73478, 2.65131], [-3.08448, 0.39197, 3.65822], [-3.32780, 1.68504, 2.46348], [-1.72958, 0.96314, 2.68174], [0.25379, 2.31620, 1.23927], [4.53518, 0.38899, -2.45136], [5.36287, 0.23723, -1.74956], [4.33987, -0.54918, -2.98395], [4.87895, 1.12540, -3.19019], [-4.84310, 0.87392, -1.38633], [-5.22369, 1.66416, -2.04796], [-4.86568, -0.07112, -1.94350], [-5.53287, 0.80950, -0.53616], [-4.76285, -0.44861, 1.57170], [-5.12880, -0.78213, 2.55287], [-5.25131, 0.51448, 1.37110], [-5.10457, -1.18530, 0.83430], [4.86898, -0.90879, 0.48253], [5.43741, -0.02611, 0.16093], [5.38229, -1.30440, 1.36914], [4.92658, -1.68537, -0.28999], [2.98356, -1.44242, 1.33172], [-2.82800, -1.30381, 1.92816], [2.54701, 1.15180, -2.56947], [-2.83479, 1.40290, -1.88574], [0.27220, 3.46216, 1.12792], [-0.31827, 0.09906, -2.27070], [-0.20162, 0.83032, -2.06760], [-1.50034, -2.98375, 2.42940], [-0.59869, -2.41836, 3.34199], [0.66609, -2.14330, 2.99800], [1.47547, -2.08842, 4.16128], [2.87154, -2.17478, 4.23406], [3.47268, -2.30926, 5.49887], [2.71057, -2.23326, 6.67171], [1.31908, -2.04189, 6.58692], [0.71135, -2.06862, 5.34255], [-1.03567, -2.14695, 4.99599], [-2.36087, -3.32306, 2.84943], [-1.09828, -3.59608, 1.71985], [3.44413, -2.14901, 3.30626], [4.54889, -2.46831, 5.57535], [3.17229, -2.33516, 7.66263], [0.67633, -1.90483, 7.45709]],
  "mulliken_spin": [2.05, 0.00, 0.00, -0.04, 0.00, 0.00, 0.00, 0.01, 0.00, 0.00, 0.00, 0.00, 0.00, 0.00, 0.00, 0.00, 0.00, 0.00, 0.00, 0.00, 0.00, 0.00, 0.00, 0.00, 0.00, 0.00, 0.00, 0.00, 0.00, 0.00, 0.00, 0.00, 0.00, 0.00, 0.00, 0.00, 0.00, 0.00, 0.00, 0.00, 0.00, 0.00, 0.00, 0.00, 0.00, 0.00, 0.00, 0.00, 0.00, 0.00, 0.00, 0.00, 0.00, 0.00, 0.00, 0.00, 0.00, 0.00, 0.00, 0.00, 0.00, 0.00, 0.00, 0.00, 0.00, 0.00, 0.00, 0.00, 0.00, 0.00, 0.00, 0.00, 0.00, 0.00, 0.00, 0.00],
  "homo_ev": [-13.69, -13.73],
  "charge": 2,
  "lumo_energy_ev": [-6.2, -6.1],
  "s_squared": 2.006,
  "multiplicity": 3
}

***

Entry 2:
{
  "formula": "C2H3NOS3",
  "method": "wB97M-V/def2-TZVPD",
  "species": ["C", "C", "N", "O", "S", "S", "S", "H", "H", "H"],
  "xyz": [[-0.48013, 1.09171, -0.93654], [-0.01085, 0.01614, 1.42399], [-0.68027, 0.11514, -1.76961], [-0.48275, -1.20320, -1.35066], [-0.50784, 2.68182, -1.19798], [-0.01469, -1.47740, 1.91956], [0.30062, 1.47660, 2.14938], [-0.61899, 0.16015, -2.82667], [-0.70990, -1.42996, -0.41507], [0.56373, 0.81322, 3.36476]],
  "nbo_charge": [0.02, -0.45, -0.32, -0.58, -0.01, 0.08, 0.21, 0.41, 0.50, 0.13],
  "homo_ev": [-8.11, -8.08],
  "relative_energy_kcal_mol": 114.2,
  "lumo_energy_ev": [-1.0, -1.0],
  "multiplicity": 1
}

***

What is the formula in the first record?
C24H44N3OP2PrS